(1)
Molecular formula: C9H14
Method: DFT, ωB97M-V/def2-TZVPD

```
23
Properties=species:S:1:pos:R:3
C -3.1897 -0.8101 1.9032
C -3.1230 -2.3065 1.9014
H -2.8268 -0.4331 2.8569
H -2.5456 -0.2836 1.1617
H -4.1739 -0.4014 1.6397
H -2.2880 -2.7206 2.5057
H -3.4769 -2.9719 1.1325
H -3.5881 -2.6923 2.8667
C 0.8755 0.4504 0.9369
C 2.5044 1.2721 -2.8601
C 2.5881 -0.0407 -2.3279
C 1.7878 2.2784 -2.2742
C 1.9929 -0.4032 -1.1389
C 1.2141 1.9694 -1.0197
C 1.4367 0.6850 -0.4736
H 3.1168 1.5200 -3.7378
H 2.9903 -0.8352 -2.9393
H 1.6192 3.2141 -2.8046
H 1.9963 -1.3983 -0.7396
H 0.9983 2.7802 -0.2803
H 1.5394 -0.2357 1.4485
H -0.0894 -0.0479 0.8212
H 0.6420 1.4108 1.4216
```

Its total charge is +1. The spin multiplicity is 2. The calculation puts the HOMO energy (alpha / beta) at -12.7 / -12.7 eV. The value obtained for the orbital gap (alpha / beta) is 8.39 / 4.35 eV. As for the total energy: -350.95048 Eh. The expectation value of S² is 0.7676.


(2)
Molecular formula: C3H4N2
Method: DFT, ωB97M-V/def2-TZVPD

```
9
Properties=species:S:1:pos:R:3
C -0.1048 0.0582 0.1170
C -1.5385 -0.3214 0.0537
C -2.8490 -0.1440 -0.1212
H 2.7028 -0.7057 0.2112
H 2.4657 1.0159 0.1217
H 0.0699 1.2113 -0.0961
H -3.9118 -0.2873 -0.0937
N 2.1417 -0.0762 -0.1616
N 1.0240 -0.7508 -0.0310
```

The spin multiplicity is 1. The calculation puts the HOMO energy at -8.3 eV. The value obtained for the orbital gap is 8.57 eV. As for the total energy: -226.01683 Eh. As for the SMILES: C#C/C=N/N.


(3)
Molecular formula: C5H12NS2
Method: DFT, ωB97M-V/def2-TZVPD

```
20
Properties=species:S:1:pos:R:3
C 0.0284 -0.1023 -0.0480
C -1.3801 -0.2482 -0.1336
C 0.9724 -1.1783 0.4076
C -2.0376 -1.5144 0.0188
C 1.6480 1.7464 -0.7028
N 0.5532 1.3086 0.2335
S -0.5353 -0.1226 -1.8207
S -2.3960 1.2038 0.2819
H 2.0173 -0.9743 0.2774
H 0.8867 -2.0167 -0.2471
H 0.6561 -1.4479 1.4417
H -2.6258 -1.6850 -0.8722
H -2.6553 -1.5685 0.8192
H -1.3950 -2.3781 0.0130
H 2.3719 1.0236 -0.7825
H 1.2229 1.8727 -1.7583
H 2.1819 2.6329 -0.3886
H -0.3024 1.9207 0.1257
H 1.0078 1.5320 1.2252
H -2.7436 1.5662 -0.9161
```

Its total charge is +1. The spin multiplicity is 1. The calculation puts the HOMO energy at -13.3 eV. The value obtained for the orbital gap is 9.97 eV. As for the total energy: -1048.53717 Eh. As for the SMILES: C[NH2+][C@]1(C)S[C@]1(C)S.


(4)
Molecular formula: C9H7N2O5Pt
Method: DFT, ωB97M-V/def2-TZVPD

```
24
Properties=species:S:1:pos:R:3
O -0.0238 3.2750 -1.6872
C -0.0240 2.1447 -1.5336
Pt 0.0116 -0.3322 -1.9034
C 0.0253 -2.2102 -1.7792
O 0.0274 -3.3546 -1.9157
C -0.0681 -0.7438 -3.9851
O -0.1235 -1.1249 -5.0824
C 2.0262 -0.1668 -1.7625
O 3.1709 -0.1680 -1.7549
C -1.9997 -0.1776 -1.7780
O -3.1453 -0.2153 -1.7551
H 0.1064 0.7975 -2.9707
C -0.0120 1.3204 3.6083
N -0.0016 0.4078 2.4302
C 0.0147 -0.9870 2.4833
C 0.0206 -1.4026 1.1840
N 0.0080 -0.3044 0.3458
C -0.0051 0.7788 1.1156
H -0.9179 1.1114 4.2133
H 0.8993 1.1336 4.2122
H -0.0249 2.3552 3.2284
H 0.0205 -1.5483 3.4348
H 0.0328 -2.4143 0.8336
H -0.0177 1.8252 0.8185
```

Its total charge is +1. The spin multiplicity is 3. The calculation puts the HOMO energy (alpha / beta) at -9.6 / -12.0 eV. The value obtained for the orbital gap (alpha / beta) is 5.90 / 7.72 eV. As for the total energy: -951.71271 Eh. The expectation value of S² is 2.0113.